Record 1
Entry from OMol25: C6H14NO2S as an isolated structure in a non-equilibrium geometry (ωB97M-V with the def2-TZVPD basis set).

Geometry (Å):
C -2.4669 -0.1558 0.0248
C -2.8545 -1.3145 0.8544
C 0.0855 1.9176 1.2615
C 1.4765 2.1055 -0.7140
C 2.0590 -2.3684 1.1917
C -1.1617 -0.4981 -0.7695
N 0.6174 1.3116 0.1177
O -2.9232 0.9174 -0.1170
O 0.7182 -1.1112 1.2865
S 0.5621 -0.2991 -0.0172
H -3.6808 -1.1064 1.5563
H -3.4522 -1.9996 0.2213
H -2.0737 -1.7342 1.3473
H 0.4468 1.4289 2.2029
H 0.5780 2.9477 1.2213
H -1.0857 1.9928 1.2235
H 0.9971 2.9449 -1.3132
H 2.1190 2.6311 -0.0332
H 2.2372 1.6146 -1.3666
H 2.6096 -2.0415 2.0304
H 2.3512 -2.0306 0.2370
H 1.7647 -3.3225 1.3523
H -1.0217 -1.5843 -0.9578
H -0.8371 0.1269 -1.6823

Force components x, y, z for each atom (eV/Å):
2.610 -1.289 -0.619
-4.837 0.977 -0.703
-1.571 2.507 1.932
1.876 1.581 -1.181
-0.990 4.656 0.063
2.319 -0.564 -0.212
0.336 -2.058 -0.723
-1.377 1.560 0.121
0.940 -1.777 1.007
-0.482 0.247 -2.836
0.657 0.601 0.110
1.015 -0.208 -0.150
2.359 -1.531 1.164
-0.531 0.365 -0.703
-1.299 -1.116 0.650
2.269 0.017 0.247
-0.145 -1.468 0.642
0.518 0.528 0.380
-1.186 -0.394 0.357
0.739 0.730 0.577
0.785 -0.234 -0.893
-1.967 -2.746 -0.008
-0.741 0.528 -0.414
-1.295 -0.914 1.192

## Properties
- Charge: +1

***

Record 2
Entry from OMol25: C6H14NO6P2PdS2 as an isolated structure (ωB97M-V with the def2-TZVPD basis set).

Geometry (Å):
Pd 0.1146 1.0728 0.3333
C 4.2247 -0.1242 2.0096
C 2.7397 0.0285 1.8002
S 2.2189 0.3357 0.1541
C 1.8113 -0.1240 2.7456
C 2.0891 -0.4996 4.1722
S 0.1236 0.0980 2.3362
H 4.7528 0.0187 1.0667
H 4.4851 -1.1155 2.3906
H 4.6075 0.6172 2.7158
H 3.1457 -0.7240 4.3227
H 1.5078 -1.3820 4.4547
H 1.8091 0.3040 4.8586
N -3.2645 2.6312 -2.5492
C -1.9527 2.0052 -2.1005
C -1.1968 1.5561 -3.3430
P -2.5115 0.5658 -1.0461
O -1.6401 -0.6932 -1.5302
O -3.9291 0.3755 -1.4823
O -2.1524 0.8816 0.3856
P -1.0588 3.3856 -1.2547
O -1.9271 3.6092 0.0823
O -1.3000 4.5694 -2.1189
O 0.3169 2.8464 -0.9665
H -3.9603 1.8532 -2.5007
H -3.1515 3.0683 -3.4601
H -3.5236 3.3696 -1.8921
H -1.7544 0.7964 -3.8961
H -0.2444 1.1251 -3.0421
H -0.9885 2.4143 -3.9881
H -0.8692 -0.8120 -0.9449
H -1.8899 2.8837 0.7325

Force components x, y, z for each atom (eV/Å):
0.292 -0.210 0.581
-0.002 -0.013 -0.011
-0.033 -0.246 0.012
0.258 0.651 -0.220
0.112 -0.067 0.064
-0.004 -0.001 -0.027
-0.290 -0.237 0.110
-0.003 -0.006 0.000
-0.003 -0.004 0.002
-0.001 0.000 -0.003
0.002 -0.001 0.012
-0.005 0.007 -0.001
-0.001 0.001 0.000
-0.035 -0.013 0.045
-0.115 -0.064 -0.050
0.019 0.033 -0.014
-0.054 -0.020 0.007
0.001 -0.001 -0.008
0.003 0.014 0.055
0.084 0.239 -0.005
0.114 0.027 -0.195
-0.138 0.219 0.156
0.056 -0.021 -0.012
-0.208 -0.257 -0.088
0.002 0.018 0.007
-0.007 0.000 0.000
-0.009 -0.018 0.011
0.002 0.000 -0.001
-0.006 0.001 -0.002
0.005 -0.001 0.000
-0.045 0.027 -0.050
0.009 -0.060 -0.378

## Properties
- Charge: -1

***

Record 3
Entry from OMol25: the molecule C6H14NOP in a non-equilibrium geometry (ωB97M-V with the def2-TZVPD basis set).

Geometry (Å):
C -2.7010 -0.8424 0.9923
C 1.0496 -1.5682 0.2983
C 2.0582 -0.5639 -0.2437
C -0.2380 -1.5289 -0.5965
C 3.2359 1.4296 0.0807
C -2.6359 1.6774 -0.5332
N 2.2604 0.4662 0.4163
O -0.8959 -0.3213 -0.7977
P -1.7439 0.3783 0.3841
H -2.2233 -1.8130 0.9092
H -3.3273 -0.5908 1.8688
H 1.6525 -2.5580 0.3349
H 0.9820 -1.1327 1.3257
H 2.5388 -1.0161 -1.1820
H -0.6613 1.0868 0.9298
H 0.1270 -1.8593 -1.6485
H -0.9675 -2.3323 -0.3105
H 3.7255 1.0039 -0.7817
H 2.7533 2.4533 0.0654
H 3.8277 1.6009 0.8588
H -2.3245 1.8927 -1.5397
H -3.7145 1.4878 -0.7528
H -2.7778 2.6500 -0.0781

Force components x, y, z for each atom (eV/Å):
-0.328 0.934 1.026
0.939 0.950 0.467
-0.400 -2.386 -1.014
1.140 -3.209 -1.434
-2.827 0.505 -2.766
-2.133 0.586 -0.103
-0.727 0.376 1.127
0.509 0.710 -0.183
-0.601 -0.539 -1.508
-0.242 0.118 0.570
0.265 -0.496 -0.634
-1.710 1.190 -0.181
-0.842 -1.000 -0.479
0.102 1.487 0.724
-0.044 0.324 0.551
-0.602 0.595 1.529
0.720 0.711 -0.103
0.826 1.123 -0.705
0.285 -1.060 -1.115
3.066 0.006 3.317
1.132 -0.233 -0.330
0.682 -0.948 0.587
0.789 0.259 0.659

***

Record 4
Entry from OMol25: an isolated ion of composition C6H14NS and charge -1 in a non-equilibrium geometry (ωB97M-V with the def2-TZVPD basis set).

Geometry (Å):
C 1.6419 0.4607 -0.8223
N 1.2037 -0.8047 -1.2929
C -0.1892 -1.4075 -1.1522
C -1.0673 -0.8114 -0.0855
S -2.6998 -1.8609 0.1462
C 1.5078 0.6849 0.6569
C 0.4063 2.8902 1.2689
C 1.7167 2.2108 0.9047
H 2.8340 0.7203 -1.0717
H 1.1815 1.0948 -1.6007
H 1.9638 -1.5045 -0.9370
H -0.5447 -0.9929 -2.1715
H 0.0444 -2.5436 -0.9957
H -0.6873 -0.8543 0.9519
H -1.5599 0.2381 -0.4097
H 0.5456 0.4702 1.1313
H 2.4013 0.2581 1.1740
H -0.3330 2.8380 0.3308
H 0.4164 3.8622 1.6354
H -0.3148 2.5396 2.0069
H 2.4141 2.3346 1.8240
H 2.3122 2.7807 0.2211

Force components x, y, z for each atom (eV/Å):
1.461 0.489 -1.750
3.977 -4.020 0.929
1.457 1.228 -1.235
-3.455 0.342 0.333
1.153 0.527 -0.394
1.390 2.811 0.502
-2.846 -0.923 -3.000
0.487 -0.088 4.004
-2.715 -1.211 0.411
-0.426 1.135 1.289
-2.159 1.263 -0.742
-0.548 -1.928 1.428
-1.131 2.120 -0.748
0.049 0.336 -0.901
1.797 -2.079 0.930
0.643 -0.476 -0.399
-1.082 -0.577 -0.385
1.632 0.483 1.595
0.813 2.361 -0.119
0.731 -1.535 0.411
-1.061 -0.332 -0.926
-0.167 0.074 -1.233

## Properties
- Charge: -1

***

Record 5
Entry from OMol25: a 2-piece molecular cluster, C6H14NS overall in a non-equilibrium geometry (ωB97M-V with the def2-TZVPD basis set).

Geometry (Å):
C -0.7080 0.1661 -1.3937
C -0.4925 -0.3210 -0.0342
C -1.3769 -1.1608 0.8108
C 2.3060 -1.4969 -0.5346
C -1.8642 1.8411 0.1662
C 1.8716 -0.5247 0.4896
N -0.6852 1.0969 -0.2563
S 2.3507 1.1363 0.2880
H 0.1151 0.2522 -2.0903
H -1.6695 0.0384 -1.8789
H -2.1584 -1.6350 0.2125
H -1.8414 -0.5766 1.6052
H -0.8037 -1.9593 1.2800
H 3.3657 -1.7259 -0.3968
H 2.1891 -1.1013 -1.5401
H 1.7510 -2.4263 -0.4419
H -1.7548 2.1339 1.2104
H -1.9848 2.7349 -0.4422
H -2.7475 1.2161 0.0641
H 1.7329 -0.8553 1.5038
H 0.1928 1.6490 -0.1776
H 2.2118 1.5183 1.5561

Force components x, y, z for each atom (eV/Å):
0.058 -0.521 -0.304
2.844 -0.644 0.548
-0.278 -0.061 -0.022
0.191 -0.172 -0.100
-0.536 0.240 0.234
-2.855 0.914 -0.717
0.166 0.616 0.146
0.410 -0.236 -0.207
0.193 0.126 0.002
-0.132 0.105 0.118
-0.070 0.041 0.079
-0.020 -0.034 0.058
-0.026 0.008 0.011
0.055 -0.006 0.010
-0.009 0.012 -0.130
-0.043 -0.038 -0.018
0.033 -0.067 -0.053
0.081 -0.042 -0.064
0.007 -0.032 -0.018
0.008 -0.070 0.195
-0.005 -0.220 -0.018
-0.070 0.078 0.250

## Properties
- Charge: +1

***

Record 6
Entry from OMol25: an isolated ion of composition C6H14NS2 and charge +1 in a non-equilibrium geometry (ωB97M-V with the def2-TZVPD basis set).

Geometry (Å):
C -0.4511 0.7331 0.8553
C -1.0325 -0.4531 0.0059
C 1.0737 2.2944 -0.4390
C -0.1735 -2.7257 -0.7304
C 0.9000 1.1698 0.5777
C -0.1818 -1.1546 -0.9968
N -0.7266 -0.5939 1.5124
S -1.6254 1.9497 1.3837
S -2.8953 -0.5580 -0.1361
H 0.0351 2.5041 -0.8529
H 1.8432 1.8573 -1.0612
H 1.3767 3.1693 0.1091
H 0.3173 -3.0493 0.2556
H 0.4427 -3.1558 -1.4571
H -1.1516 -3.1376 -0.6821
H 1.2648 1.5967 1.5461
H 1.5360 0.3409 0.2994
H -0.6448 -1.0637 -2.0365
H 0.8999 -0.7675 -0.9049
H 0.1611 -1.0742 1.8752
H -1.4889 -0.8348 2.1850
H -1.4292 2.8689 0.4651
H -2.9173 -0.9922 -1.4221

Force components x, y, z for each atom (eV/Å):
-3.462 -1.104 -1.933
-1.178 1.322 1.059
-2.026 -0.660 0.291
1.076 1.551 2.366
1.954 0.640 2.556
0.782 -1.923 -0.138
2.431 -1.432 1.133
-0.566 -0.017 1.501
1.287 0.029 -0.567
1.780 -0.179 -0.510
-0.183 1.007 -1.000
0.366 0.413 -0.295
-0.564 0.871 -1.118
0.557 -0.892 -1.311
-0.871 -0.309 -0.401
0.073 -0.725 -0.501
0.184 -0.184 0.311
0.912 0.476 1.399
-1.877 -0.658 -0.795
-1.451 0.627 -1.048
0.349 0.867 -0.840
0.265 0.272 -0.615
0.162 0.008 0.456

## Properties
- Charge: +1

***

How do the records compare in energy relative to the best compared isomer or geometry (same formula, charge and spin)? In the order shown, they have 98.4, 3.2, 73.2, 73.2, 75.2, 27.5 kcal/mol.
How do the records compare in HOMO? In the order shown, they have -13.265, -3.697, -7.489, -2.371, -12.370, -13.379 eV.